1.
An isolated ion of composition C22H24N5O2S and charge +1 in a non-equilibrium geometry, computed with the ωB97M-V functional and the def2-TZVPD basis.

Results
SMILES	CCc1ccccc1NC(=O)CSc1nnc([C@@H]([NH3+])Cc2c[nH]c3ccccc23)o1
net charge	+1
spin multiplicity	1
HOMO-LUMO gap	8.65	eV
total energy	-45578.9256	eV
HOMO level	-0.4077	Ha
energy relative to the best compared isomer or geometry (same formula, charge and spin)	0.092	eV

Each line ends with the Mulliken charge.
Atoms and positions in Å:
C (-5.180, -1.484, -2.169)  -0.96
H (-4.948, -2.546, -2.201)  0.32
H (-4.271, -0.932, -2.400)  0.23
H (-5.919, -1.271, -2.936)  0.36
C (-5.727, -1.108, -0.789)  -0.86
C (-4.719, -1.386, 0.289)  0.53
C (-4.844, -2.507, 1.100)  -0.79
C (-3.908, -2.799, 2.076)  -0.65
C (-2.823, -1.961, 2.268)  -0.89
C (-2.678, -0.839, 1.475)  -0.34
C (-3.610, -0.560, 0.485)  0.50
N (-3.450, 0.602, -0.313)  0.10
C (-2.318, 0.985, -0.900)  0.40
O (-1.276, 0.329, -0.873)  -0.86
C (-2.392, 2.339, -1.588)  -0.92
H (-1.502, 2.519, -2.190)  0.44
H (-3.282, 2.434, -2.207)  0.43
S (-2.550, 3.667, -0.314)  -0.15
C (-1.170, 3.216, 0.618)  0.52
N (-0.952, 3.336, 1.893)  -0.54
N (0.184, 2.674, 2.156)  -0.39
C (0.619, 2.186, 1.044)  0.16
O (-0.186, 2.520, 0.005)  -0.14
C (1.721, 1.233, 0.772)  0.08
C (2.669, 1.736, -0.334)  -0.73
C (3.599, 0.636, -0.729)  0.18
C (3.471, -0.205, -1.809)  -0.56
N (4.492, -1.108, -1.814)  0.03
C (5.305, -0.873, -0.739)  -0.60
C (6.463, -1.522, -0.325)  -0.82
C (7.072, -1.060, 0.820)  -0.50
C (6.549, 0.017, 1.544)  -0.78
C (5.403, 0.662, 1.142)  -0.44
C (4.766, 0.216, -0.017)  1.02
H (5.012, 1.499, 1.701)  0.43
H (7.063, 0.347, 2.433)  0.40
H (7.976, -1.535, 1.169)  0.40
H (6.870, -2.348, -0.887)  0.40
H (4.670, -1.783, -2.538)  0.20
H (2.751, -0.185, -2.607)  0.46
H (2.080, 2.058, -1.194)  0.46
H (3.230, 2.591, 0.042)  0.44
H (2.274, 1.045, 1.695)  0.41
N (1.120, -0.046, 0.272)  -0.05
H (1.844, -0.466, -0.357)  0.35
H (0.883, -0.694, 1.027)  0.41
H (0.230, 0.132, -0.282)  0.46
H (-4.286, 1.151, -0.472)  0.36
H (-1.858, -0.155, 1.640)  0.55
H (-2.103, -2.171, 3.044)  0.42
H (-4.030, -3.676, 2.693)  0.40
H (-5.693, -3.159, 0.962)  0.39
H (-6.626, -1.693, -0.595)  0.43
H (-6.017, -0.054, -0.784)  0.30

2.
C22H25BBiF4NO as an isolated structure in a non-equilibrium geometry, computed with the ωB97M-V functional and the def2-TZVPD basis.

Results
spin multiplicity	1
HOMO-LUMO gap	7.31	eV
total energy	-44144.7744	eV
HOMO level	-0.2735	Ha
energy relative to the best compared isomer or geometry (same formula, charge and spin)	2.105	eV

Each line ends with the Mulliken charge.
Atoms and positions in Å:
C (2.102, 0.119, 1.577)  -0.18
C (2.442, -0.506, 0.318)  -0.91
C (2.278, 0.503, -0.722)  -0.35
H (2.753, -1.570, 0.183)  0.43
C (1.768, 1.731, -0.102)  -0.60
C (1.636, 1.464, 1.333)  -0.84
H (1.440, 2.672, -0.622)  0.53
C (-1.296, -1.685, 1.513)  -0.54
C (-0.146, -2.310, 0.894)  -0.88
C (-0.422, -2.373, -0.540)  -0.15
H (0.769, -2.655, 1.375)  0.51
C (-1.692, -1.678, -0.766)  -0.61
C (-2.184, -1.151, 0.500)  -1.09
H (2.555, 0.382, -1.781)  0.50
H (1.058, 2.104, 1.995)  0.40
H (2.017, -0.496, 2.461)  0.54
H (-3.057, -0.488, 0.656)  0.33
H (0.225, -2.824, -1.319)  0.40
H (-1.441, -1.420, 2.541)  0.73
Bi (-0.088, 0.131, -0.118)  2.59
C (-2.414, -1.500, -2.086)  2.75
C (-3.796, -2.127, -1.891)  -1.84
C (-1.637, -2.197, -3.214)  -2.15
H (-3.688, -3.117, -1.426)  0.40
H (-4.273, -2.238, -2.868)  0.50
H (-4.424, -1.496, -1.245)  0.34
H (-1.706, -3.286, -3.067)  0.50
H (-0.577, -1.894, -3.237)  0.27
H (-2.116, -1.931, -4.164)  0.40
C (-2.604, 0.022, -2.405)  -1.26
C (-1.345, 0.726, -2.845)  0.53
H (-3.055, 0.541, -1.531)  0.27
H (-3.306, 0.101, -3.251)  0.32
O (-0.197, 0.659, -2.241)  -0.86
N (-1.284, 1.516, -3.887)  -0.05
C (-0.224, 2.549, -4.058)  -1.22
H (-1.826, 1.193, -4.661)  0.34
C (1.151, 2.002, -4.361)  0.96
C (2.300, 2.654, -3.879)  -0.34
H (2.197, 3.545, -3.246)  0.34
C (3.569, 2.153, -4.198)  -0.57
H (4.461, 2.664, -3.815)  0.36
C (3.698, 1.017, -5.012)  -0.46
H (4.692, 0.630, -5.269)  0.37
C (2.545, 0.382, -5.507)  -0.66
H (2.626, -0.501, -6.145)  0.39
C (1.275, 0.884, -5.191)  -0.19
H (0.370, 0.398, -5.580)  0.29
H (-0.200, 3.207, -3.176)  0.34
H (-0.605, 3.113, -4.915)  0.38
F (-0.224, 0.265, 2.245)  -0.57
B (-0.042, 0.080, 3.919)  0.35
F (0.298, -1.266, 3.988)  -0.35
F (1.011, 1.003, 4.043)  -0.34
F (-1.404, 0.426, 4.030)  -0.33

3.
A 2-piece molecular cluster, C22H25Br2OSi overall in a non-equilibrium geometry, computed with the ωB97M-V functional and the def2-TZVPD basis.

Results
net charge	+1
spin multiplicity	1
HOMO-LUMO gap	4.98	eV
total energy	-173222.6315	eV
HOMO level	-0.3958	Ha

Each line ends with the Mulliken charge.
Atoms and positions in Å:
C (-3.122, -0.121, -0.867)  -1.08
Si (-2.526, -0.328, 0.889)  0.24
C (-3.639, 0.535, 2.114)  -0.83
C (-2.303, -2.132, 1.295)  -1.01
O (-0.986, 0.337, 1.070)  -0.47
C (-0.457, 1.512, 1.545)  1.17
C (0.371, 1.521, 2.638)  -1.27
C (-0.755, 2.736, 0.834)  -0.09
C (-1.337, 2.803, -0.380)  -1.05
H (-4.123, -0.564, -0.962)  0.36
H (-3.199, 0.929, -1.167)  0.35
H (-2.464, -0.630, -1.583)  0.31
H (-4.621, 0.039, 2.153)  0.46
H (-3.202, 0.508, 3.124)  0.14
H (-3.796, 1.585, 1.833)  0.32
H (-3.267, -2.655, 1.348)  0.34
H (-1.680, -2.639, 0.547)  0.29
H (-1.806, -2.246, 2.267)  0.28
H (1.138, 2.288, 2.656)  0.54
H (0.397, 0.682, 3.324)  0.32
H (-0.418, 3.625, 1.379)  0.08
H (-1.641, 3.775, -0.757)  0.26
H (-1.382, 1.957, -1.075)  0.39
Br (-3.250, 0.637, 7.557)  -0.10
C (-1.994, 1.722, 6.661)  -0.02
C (-2.381, 2.443, 5.512)  -0.53
C (-1.445, 3.190, 4.813)  -0.32
C (-0.077, 3.223, 5.210)  0.91
C (0.913, 3.894, 4.404)  -0.33
C (2.199, 4.246, 4.840)  -0.18
C (3.066, 5.087, 4.134)  -0.40
C (4.407, 5.425, 4.540)  0.87
C (5.145, 6.416, 3.828)  -0.45
C (6.439, 6.771, 4.188)  -0.55
C (7.070, 6.127, 5.272)  0.07
Br (8.846, 6.566, 5.713)  -0.09
C (6.358, 5.165, 6.008)  -0.62
C (5.057, 4.814, 5.651)  -0.36
C (0.287, 2.509, 6.382)  -0.39
C (-0.657, 1.765, 7.090)  -0.66
H (-3.414, 2.392, 5.171)  0.48
H (-1.753, 3.751, 3.926)  0.32
H (0.571, 4.317, 3.456)  0.48
H (2.530, 3.865, 5.806)  0.17
H (2.713, 5.521, 3.191)  0.37
H (4.654, 6.916, 2.989)  0.35
H (6.977, 7.531, 3.626)  0.41
H (6.850, 4.687, 6.853)  0.42
H (4.535, 4.060, 6.239)  0.31
H (1.324, 2.530, 6.713)  0.33
H (-0.355, 1.189, 7.965)  0.43

Which value of HOMO-LUMO gap does entry 2 give? 7.31 eV

The highest HOMO-LUMO gap belongs to which entry? C22H24N5O2S